109
Properties=species:S:1:pos:R:3 method="wB97M-V/def2-TZVPD" orbital_gap_ev="6.56 / 6.57" homo_ha="-0.4545 / -0.4915" largest_force_ha_per_bohr=0.12651 total_energy_ha=-2574.304535 molar_mass_g_mol=913.96 multiplicity=4 charge=+2 s_squared=3.778 e_above_lowest_kcal_mol=33.7
Re 1.15012 -0.15036 0.35672
C 2.88871 -3.23874 -1.48202
C 3.31321 -2.32415 -0.37804
C 4.61387 -2.17569 0.02315
C 4.98435 -1.50644 1.24401
C 4.03316 -0.88503 1.96613
C 2.71663 -0.89333 1.46826
N 2.39931 -1.60749 0.30039
N 1.69406 -0.35096 2.19984
Si 1.66442 -0.30814 4.04139
C 0.05233 0.44230 4.68620
C 2.91116 0.98407 4.58576
C 2.08627 -2.10682 4.38793
H 3.44661 -3.07546 -2.43569
H 1.86073 -3.09351 -1.66969
H 3.06530 -4.28788 -1.19367
H 5.31540 -2.69184 -0.61898
H 6.04880 -1.54323 1.50340
H 4.24328 -0.53251 2.95195
H 0.14525 1.51482 4.83511
H -0.41996 -0.07347 5.55422
H -0.60979 0.36482 3.86540
H 3.97954 0.63489 4.62846
H 2.65837 1.26001 5.61114
H 2.97918 1.96108 4.06087
H 1.52434 -2.73532 3.68695
H 1.66037 -2.35424 5.37522
H 3.15345 -2.39984 4.45719
C 1.50428 5.42909 -0.99896
C 1.03990 4.12832 -0.42767
C 0.78907 4.17405 1.16577
Sb 2.01850 2.13374 -0.81823
C 4.36329 2.22941 -0.34027
C 4.54706 3.02451 0.97014
C 4.96022 2.90654 -1.59035
C 1.79291 1.63859 -3.02510
C 1.86012 2.84480 -4.01850
C 2.62167 0.37845 -3.29307
H 0.83686 6.30555 -0.60516
H 1.32978 5.43871 -2.10940
H 2.52053 5.68229 -0.75251
H 0.14027 3.87693 -0.98659
H 1.66686 4.48041 1.69404
H 0.44619 3.23482 1.53448
H -0.07795 4.81238 1.39700
H 4.56132 1.15312 -0.38879
H 3.91472 3.90512 0.95869
H 5.64220 3.33539 0.92805
H 4.35209 2.29758 1.78781
H 4.61754 3.94810 -1.71994
H 4.83712 2.35184 -2.52886
H 6.02891 2.91664 -1.30053
H 0.78907 1.17991 -2.81140
H 0.85477 3.14252 -4.37403
H 2.55887 2.57783 -4.81828
H 2.22708 3.76017 -3.57256
H 3.56884 0.40465 -2.75971
H 2.94032 0.25812 -4.34493
H 2.08601 -0.58218 -3.06823
N -0.65289 -0.37897 0.19876
P -2.11640 -0.74798 -0.36155
N -2.73394 -2.03661 0.57162
C -4.06713 -2.62515 0.12472
C -4.07999 -4.11617 0.45174
C -3.86622 -4.27803 2.01864
C -2.51794 -3.62696 2.33919
C -2.40996 -2.18552 1.94410
N -3.14181 0.53465 -0.35076
C -4.58392 0.68755 -0.72192
C -5.46103 0.94667 0.52081
C -4.91350 2.06572 1.45888
C -3.39142 1.98372 1.66288
C -2.72494 1.83783 0.30162
N -2.13067 -1.35351 -1.87958
C -1.40204 -2.60020 -2.11002
C -1.99500 -3.36343 -3.27181
C -1.97185 -2.56552 -4.54481
C -1.69420 -1.04523 -4.31137
C -2.44809 -0.62252 -3.09739
H -4.21231 -2.54314 -0.96882
H -4.86363 -2.14842 0.68096
H -3.29870 -4.61587 -0.17325
H -5.06555 -4.55880 0.26579
H -3.93392 -5.33997 2.31421
H -4.71648 -3.86166 2.54908
H -1.77802 -4.18968 1.79624
H -2.25722 -3.78583 3.41287
H -1.39999 -1.83335 2.17385
H -3.05195 -1.53987 2.57354
H -4.91016 -0.20700 -1.28035
H -4.72531 1.65909 -1.25799
H -5.67354 0.03648 1.12421
H -6.48151 1.35275 0.18737
H -5.41529 2.04101 2.46234
H -5.19569 3.06031 1.06862
H -3.07899 1.15450 2.29150
H -3.01893 2.90344 2.16076
H -1.56713 1.90894 0.45181
H -2.96169 2.61612 -0.41941
H -1.30815 -3.25086 -1.21185
H -0.35392 -2.39530 -2.35510
H -2.99846 -3.75696 -3.00703
H -1.40962 -4.29269 -3.51005
H -3.01788 -2.54050 -4.99245
H -1.37186 -3.01024 -5.35994
H -2.21911 -0.65610 -5.16241
H -0.60859 -0.71865 -4.30508
H -3.50924 -0.69827 -3.30557
H -2.19112 0.50523 -2.94214

79
Properties=species:S:1:pos:R:3 method="wB97M-V/def2-TZVPD" orbital_gap_ev=5.54 homo_ha=-0.1410 largest_force_ha_per_bohr=0.17924 total_energy_ha=-1780.476226 molar_mass_g_mol=625.47 charge=-1
Be -0.35564 -0.75585 -0.31659
Cs -5.08890 -0.34109 -0.17668
C -2.05424 -3.06726 -0.67430
O -1.25008 -3.05395 0.25699
O -2.42131 -4.16583 -0.99832
O -2.50241 -2.02676 -1.14680
C -1.96899 1.64829 -0.67909
O -1.29047 1.28175 -1.64135
O -1.61820 1.42309 0.45142
O -3.11983 2.02615 -0.82967
C 1.05836 5.40517 0.35096
C 0.78322 4.11115 1.01607
O -0.57615 3.98189 1.49340
H 0.25051 5.72118 -0.30905
H 1.93195 5.29613 -0.29172
H 1.23585 6.09989 1.17191
H 1.37582 3.87682 1.90039
H 0.85229 3.23531 0.37091
H -0.89692 3.10436 1.27283
C -1.74084 0.36540 3.95924
C -2.40307 -0.74192 3.11313
O -3.19202 -0.06284 2.13433
H -2.57515 1.00084 4.25631
H -1.03436 0.98685 3.40899
H -1.26228 -0.17155 4.77825
H -3.20244 -1.08007 3.77248
H -1.63766 -1.40840 2.71556
H -2.67534 0.65327 1.75774
C 3.08336 2.48189 -1.93879
C 2.39466 1.21213 -2.56723
O 1.40630 0.92762 -1.80950
H 3.36621 2.42905 -0.88745
H 2.41984 3.34510 -1.88680
H 3.94524 2.75471 -2.54774
H 3.26137 0.55825 -2.66397
H 2.09577 1.53945 -3.56304
H 0.59138 1.38749 -2.02407
C -0.90951 4.76074 -5.01125
C -1.18335 3.89540 -3.79682
O -0.90894 2.59100 -4.13319
H -1.87706 4.97533 -5.46502
H -0.33961 4.19889 -5.75127
H -0.43020 5.70628 -4.75764
H -2.22361 4.07021 -3.52222
H -0.65975 4.20717 -2.89308
H -1.04514 2.14424 -3.29446
C -1.89700 -5.25018 4.60085
C -1.01056 -4.58088 3.55694
O -0.97276 -5.29077 2.31215
H -2.19837 -4.66313 5.46839
H -1.42211 -6.18613 4.89510
H -2.84233 -5.41040 4.08240
H -0.01843 -4.80574 3.94836
H -1.14046 -3.50710 3.42193
H -0.97060 -4.67578 1.57500
C -0.11532 -1.19605 -3.51116
O 0.75860 -1.56389 -2.45343
C 1.15807 -2.92065 -2.46323
C 2.19604 -2.88237 -1.37139
N 1.51653 -2.52637 -0.13560
C 2.45352 -2.51521 0.99867
C 1.66156 -1.82004 2.19753
O 1.21978 -0.46706 1.87061
C 1.81005 0.59065 2.65593
H 0.22572 -1.62336 -4.45413
H -0.42147 -0.17090 -3.71959
H -0.95250 -1.86964 -3.32816
H 1.56889 -3.21955 -3.42759
H 0.45254 -3.70425 -2.18701
H 2.96659 -2.17380 -1.67515
H 2.62205 -3.87627 -1.23436
H 0.76300 -3.19708 -0.08607
H 3.27645 -1.85131 0.73385
H 2.92576 -3.49673 1.04019
H 2.26306 -1.95353 3.09668
H 0.74791 -2.39688 2.34108
H 2.89182 0.65448 2.53843
H 1.54720 0.48872 3.70884
H 1.32794 1.53422 2.40033

15
Properties=species:S:1:pos:R:3 method="wB97M-V/def2-TZVPD" orbital_gap_ev="8.90 / 8.99" homo_ha="-0.6188 / -0.6403" largest_force_ha_per_bohr=0.24581 total_energy_ha=-563.320085 molar_mass_g_mol=276.34 multiplicity=2 charge=+2 s_squared=0.753
O -0.95050 -1.42441 -1.18506
C -2.02632 -1.70096 -0.65451
O -2.35212 -1.39905 0.51714
Li -2.77266 -2.01267 2.23663
Ba -0.35877 -0.46941 0.41817
C 1.03720 1.22257 2.06571
C 1.63507 0.14480 2.58010
H 0.36574 2.08662 2.02934
H 2.52185 -0.35745 2.18607
O -0.23623 -1.13874 5.19095
C 0.01620 -0.84442 3.96840
O -0.86664 -0.62877 3.10601
O 1.24050 -0.44511 3.79167
H -1.14008 -1.46179 5.32758
H 1.93693 2.03497 1.93878

75
Properties=species:S:1:pos:R:3 method="wB97M-V/def2-TZVPD" orbital_gap_ev=7.30 homo_ha=-0.2562 largest_force_ha_per_bohr=0.00965 total_energy_ha=-5298.042926 molar_mass_g_mol=633.04 charge=0 e_above_lowest_kcal_mol=0.0
Mg 0.76766 0.70117 0.51090
C -1.21231 -1.47881 1.57355
N -0.58227 -0.21258 2.00997
C 0.22069 -0.43964 3.22275
C 1.58922 -0.97295 2.82960
N 2.33845 0.07060 2.10461
C 3.55570 -0.47932 1.48300
C 2.71012 1.18299 2.97801
C 3.43071 0.91861 4.14010
C 3.84339 1.93718 4.97717
C 3.53819 3.25144 4.63615
C 2.82689 3.52008 3.48351
C 2.38705 2.49825 2.62282
S 1.45008 2.92614 1.20540
C -1.62339 0.79925 2.12745
C -2.20014 1.09041 3.35498
C -3.21730 2.02595 3.45264
C -3.66920 2.66026 2.30416
C -3.09982 2.36672 1.07612
C -2.06280 1.43735 0.95098
S -1.34097 1.11856 -0.62845
H -1.96906 -1.79166 2.29971
H -0.45949 -2.26251 1.47716
H -1.67504 -1.32759 0.60039
H -0.27116 -1.14075 3.90541
H 0.35152 0.50937 3.74375
H 1.48593 -1.82892 2.15812
H 2.12081 -1.31917 3.72070
H 4.24682 -0.87714 2.23313
H 4.05866 0.31475 0.93321
H 3.29097 -1.28098 0.79373
H 3.68304 -0.10334 4.40021
H 4.39370 1.71009 5.88076
H 3.85772 4.06664 5.27334
H 2.58187 4.53864 3.21164
H -1.86154 0.58640 4.25198
H -3.64999 2.25732 4.41696
H -4.46354 3.39361 2.36725
H -3.43793 2.87051 0.17978
C 3.64274 2.87418 -3.70437
C 3.12210 1.59204 -3.11643
C 3.27923 0.36496 -3.74747
C 2.78061 -0.78851 -3.16858
C 2.14239 -0.66056 -1.95347
Br 1.46920 -2.20299 -1.08628
N 1.96712 0.49045 -1.32608
C 2.44514 1.59940 -1.90663
H 4.47387 2.68428 -4.38204
H 3.98171 3.54840 -2.91885
H 2.86177 3.39064 -4.26575
H 3.78934 0.30890 -4.70196
H 2.86947 -1.75334 -3.64406
H 2.26909 2.51841 -1.36030
C -4.84767 0.48077 -3.82009
C -3.50646 -0.24760 -3.78178
C -3.35913 -1.04170 -2.49505
S -1.67270 -1.70786 -2.29548
O -0.75352 -0.93960 -3.19160
C -1.96572 -3.28599 -3.16085
C -2.52716 -4.34318 -2.21862
C -1.51261 -4.81204 -1.17651
H -4.91993 1.11997 -4.70048
H -4.96628 1.11049 -2.93611
H -5.68320 -0.22287 -3.84422
H -2.68639 0.46807 -3.83327
H -3.41361 -0.90665 -4.64800
H -4.04830 -1.88835 -2.43832
H -3.51935 -0.39288 -1.63306
H -0.98402 -3.56451 -3.54749
H -2.62544 -3.08878 -4.00725
H -2.87014 -5.19699 -2.80659
H -3.41118 -3.94691 -1.70827
H -0.57822 -5.11703 -1.65400
H -1.89495 -5.66533 -0.61568
H -1.28102 -4.01427 -0.46765

45
Properties=species:S:1:pos:R:3 method="wB97M-V/def2-TZVPD" orbital_gap_ev="7.75 / 7.76" homo_ha="-0.5691 / -0.5691" largest_force_ha_per_bohr=0.02046 total_energy_ha=-3071.563102 molar_mass_g_mol=420.76 charge=+2
Co 0.07909 -0.34565 -0.13702
C 1.30898 -0.50549 1.56598
C 0.22166 0.35895 1.79878
C 0.32439 1.46304 0.87976
C 1.43154 1.24624 0.06200
C 2.03302 0.00274 0.46730
H 1.54775 -1.40340 2.11485
H -0.53301 0.24501 2.56202
H -0.33977 2.31220 0.82255
H 1.77372 1.90115 -0.72376
H 2.92700 -0.42764 0.04177
Cl -2.19313 -0.02236 -0.20075
C -2.90526 -1.62561 0.13258
C -4.26917 -1.69546 0.28303
C -4.80996 -2.95061 0.55310
C -3.99831 -4.07188 0.65727
C -2.62509 -3.96506 0.48680
C -2.06000 -2.72025 0.21220
P -0.33456 -2.47528 -0.17164
C 0.64846 -3.90369 0.18406
C 1.12506 -4.69006 -0.86675
C 1.80846 -5.86098 -0.57634
C 2.01251 -6.23671 0.74411
C 1.54062 -5.45045 1.79044
C 0.85773 -4.27952 1.51576
C -0.30500 -2.00865 -1.91298
C 0.79196 -1.21622 -2.30793
C 0.77895 -0.56518 -3.55046
C -0.29415 -0.73561 -4.39534
C -1.36444 -1.55698 -4.01911
C -1.38822 -2.16990 -2.78336
H -4.89200 -0.81435 0.20962
H -5.87963 -3.04064 0.68801
H -4.43885 -5.03629 0.86858
H -1.99343 -4.84176 0.56030
H 0.96880 -4.39517 -1.89658
H 2.17782 -6.48072 -1.38177
H 2.54632 -7.15199 0.96291
H 1.70647 -5.75216 2.81557
H 0.48364 -3.67183 2.33299
H 1.72919 -1.26215 -1.76461
H 1.63276 0.02439 -3.85748
H -0.30183 -0.25813 -5.36607
H -2.18586 -1.70714 -4.70765
H -2.24706 -2.75858 -2.48565